(1)
{
  "formula": "C23H30N4O4S",
  "method": "ωB97M-V with the def2-TZVPD basis set",
  "symbols": ["C", "C", "C", "H", "H", "C", "N", "C", "S", "N", "N", "C", "C", "C", "C", "C", "C", "C", "H", "O", "C", "H", "H", "H", "O", "C", "C", "O", "N", "C", "C", "C", "C", "C", "C", "H", "H", "O", "C", "H", "H", "H", "H", "H", "H", "H", "H", "H", "H", "H", "C", "H", "H", "H", "H", "H", "H", "H", "H", "H", "H", "H"],
  "positions_angstrom": [[-6.848, -2.933, 1.345], [-6.598, -1.471, 1.694], [-5.142, -1.080, 1.448], [-4.907, -1.197, 0.388], [-4.490, -1.747, 2.016], [-4.840, 0.363, 1.866], [-5.672, 1.324, 1.179], [-5.648, 1.800, -0.080], [-6.983, 2.676, -0.554], [-4.578, 1.629, -0.916], [-3.555, 0.859, -0.526], [-2.483, 0.745, -1.213], [-1.401, -0.115, -0.785], [-1.506, -0.972, 0.309], [-0.447, -1.780, 0.655], [0.747, -1.764, -0.059], [0.877, -0.886, -1.153], [-0.201, -0.090, -1.502], [-0.115, 0.582, -2.342], [2.079, -0.867, -1.800], [2.283, 0.021, -2.870], [3.310, -0.154, -3.186], [2.169, 1.063, -2.554], [1.605, -0.189, -3.703], [1.725, -2.598, 0.420], [2.746, -3.072, -0.434], [3.937, -2.117, -0.607], [4.725, -2.254, -1.517], [4.002, -1.197, 0.381], [4.899, -0.137, 0.546], [4.680, 0.752, 1.597], [5.536, 1.809, 1.809], [6.637, 2.008, 0.974], [6.852, 1.124, -0.077], [5.991, 0.061, -0.288], [6.166, -0.621, -1.103], [7.691, 1.246, -0.743], [7.423, 3.082, 1.272], [8.558, 3.322, 0.477], [9.032, 4.207, 0.900], [9.261, 2.483, 0.515], [8.286, 3.522, -0.564], [5.375, 2.501, 2.621], [3.831, 0.610, 2.252], [3.250, -1.236, 1.061], [2.364, -3.335, -1.424], [3.119, -3.984, 0.046], [-0.515, -2.455, 1.494], [-2.426, -1.008, 0.866], [-2.304, 1.281, -2.146], [-4.565, 2.286, -2.210], [-4.394, 1.548, -2.996], [-5.531, 2.759, -2.363], [-3.783, 3.047, -2.241], [-6.563, 1.514, 1.618], [-3.793, 0.596, 1.671], [-5.039, 0.485, 2.934], [-6.846, -1.302, 2.745], [-7.253, -0.843, 1.088], [-7.889, -3.194, 1.519], [-6.224, -3.585, 1.954], [-6.618, -3.120, 0.299]],
  "lowdin_charge": [-0.114, -0.271, -0.219, 0.105, 0.111, -0.207, -0.010, -0.794, 0.622, -0.171, 0.085, -0.082, -0.197, -0.018, 0.016, -0.183, -0.179, 0.037, 0.109, -0.113, -0.055, 0.100, 0.103, 0.100, -0.042, -0.079, -0.467, 0.072, 0.144, -0.221, -0.019, -0.004, -0.283, -0.014, -0.003, 0.102, 0.104, -0.090, -0.094, 0.092, 0.095, 0.095, 0.118, 0.113, 0.144, 0.144, 0.144, 0.124, 0.086, 0.112, -0.079, 0.094, 0.003, 0.096, 0.099, 0.090, 0.123, 0.110, 0.106, 0.068, 0.070, 0.073],
  "e_above_lowest_kj_mol": 422.5,
  "max_force_ha_per_bohr": 0.0200,
  "smiles": "CCCCNC(=S)N(C)/N=C/c1ccc(OCC(=O)Nc2ccc(OC)cc2)c(OC)c1",
  "e_tot_ev": -49322.2582,
  "orbital_gap_ev": 8.07,
  "homo_energy_ev": -7.908
}

***

(2)
{
  "formula": "C23H30N4O4S2",
  "method": "ωB97M-V with the def2-TZVPD basis set",
  "symbols": ["C", "H", "C", "H", "H", "C", "N", "C", "H", "C", "N", "C", "O", "C", "C", "C", "C", "C", "C", "H", "H", "N", "C", "N", "C", "C", "H", "H", "S", "O", "O", "C", "C", "H", "S", "H", "H", "H", "H", "H", "H", "H", "H", "H", "H", "C", "C", "C", "C", "C", "O", "H", "H", "H", "H", "H", "C", "H", "H", "H", "H", "H", "H"],
  "positions_angstrom": [[1.833, -4.617, -0.610], [2.765, -4.378, -0.658], [1.144, -4.309, 0.617], [1.203, -3.072, 0.749], [1.549, -4.492, 1.459], [-0.300, -4.401, 0.963], [-1.077, -3.190, 0.847], [-2.423, -3.288, 1.408], [-2.796, -4.268, 1.594], [-2.088, -2.632, 2.889], [-1.330, -1.373, 2.463], [-2.141, -0.131, 2.687], [-3.373, -0.066, 3.568], [-1.484, 0.980, 2.231], [-2.495, 2.127, 1.854], [-1.807, 3.295, 1.382], [-0.621, 3.363, 1.137], [0.350, 2.342, 1.437], [-0.220, 1.020, 1.905], [0.614, 0.372, 2.313], [1.307, 2.427, 1.068], [0.098, 4.482, 0.292], [1.185, 4.560, -0.337], [2.318, 3.978, -0.059], [3.165, 4.235, -1.226], [3.650, 2.982, -1.704], [4.569, 3.214, -2.001], [3.604, 2.055, -1.228], [2.614, 3.165, -3.040], [3.039, 2.312, -4.137], [1.207, 2.751, -2.770], [2.661, 4.917, -3.468], [2.856, 5.382, -1.982], [3.430, 6.368, -1.864], [1.167, 6.061, -1.411], [3.812, 4.829, -4.029], [1.798, 5.258, -4.075], [4.263, 4.648, -0.139], [-0.794, 5.086, 0.000], [-2.389, 4.060, 0.975], [-3.403, 1.980, 2.366], [-0.510, -1.255, 1.940], [-1.286, -3.114, 3.440], [-2.990, -2.375, 3.536], [-3.095, -2.648, 0.881], [-1.509, -3.049, -0.618], [-1.643, -1.487, -0.731], [-2.786, -0.703, -0.650], [-2.258, 0.583, -1.214], [-0.757, 0.624, -1.336], [-0.502, -0.772, -1.192], [-0.160, 1.235, -1.599], [-2.929, 1.349, -1.192], [-3.694, -0.978, -0.483], [-2.284, -3.530, -0.961], [-0.336, -3.325, -1.192], [-0.847, -5.687, 0.119], [-0.086, -6.531, 0.428], [-1.746, -6.042, 0.350], [-0.554, -5.744, -0.683], [-0.526, -4.721, 1.970], [1.811, -5.694, -0.705], [1.228, -4.169, -1.575]],
  "lowdin_charge": [-0.089, 0.010, -0.245, 0.179, 0.042, -0.343, -0.166, -0.129, 0.106, -0.068, 0.055, -0.186, -0.177, -0.222, 0.144, -0.098, -0.208, 0.090, -0.012, 0.146, 0.049, 0.066, -0.694, 0.058, -0.536, -0.189, 0.077, 0.134, 0.665, -0.333, -0.311, -0.193, -0.538, 0.127, 0.974, 0.189, 0.113, 0.230, 0.176, 0.110, 0.086, 0.066, 0.095, 0.119, 0.092, -0.038, -0.207, 0.009, 0.009, 0.048, -0.030, -0.036, 0.042, 0.043, 0.059, 0.186, 0.017, 0.141, 0.035, -0.089, 0.129, 0.078, 0.139],
  "e_above_lowest_kj_mol": 2189.4,
  "max_force_ha_per_bohr": 0.3881,
  "e_tot_ev": -60136.0965,
  "orbital_gap_ev": 7.72,
  "homo_energy_ev": -8.062
}

***

(3)
{
  "formula": "C23H30N4O5",
  "method": "ωB97M-V with the def2-TZVPD basis set",
  "symbols": ["C", "C", "C", "O", "C", "N", "N", "C", "O", "O", "C", "C", "C", "O", "H", "H", "H", "H", "H", "H", "H", "H", "H", "H", "H", "H", "H", "H", "C", "N", "C", "C", "C", "C", "N", "C", "C", "C", "C", "C", "C", "C", "C", "O", "C", "C", "H", "H", "H", "H", "H", "H", "H", "H", "H", "H", "H", "H", "H", "H", "H", "H"],
  "positions_angstrom": [[3.343, 6.085, -1.230], [1.844, 5.851, -1.105], [1.238, 6.592, 0.080], [1.593, 4.451, -1.020], [0.300, 4.166, -1.337], [-0.032, 2.819, -1.422], [-0.836, 2.495, -2.278], [-1.164, 1.150, -2.349], [-0.923, 0.424, -1.410], [-1.760, 0.717, -3.497], [-2.066, -0.672, -3.413], [-2.479, -1.208, -4.778], [-3.142, -0.914, -2.361], [-0.534, 5.012, -1.566], [3.581, 7.142, -1.339], [3.849, 5.715, -0.340], [3.745, 5.542, -2.085], [1.344, 6.177, -2.037], [1.416, 7.667, 0.022], [0.161, 6.423, 0.123], [1.673, 6.226, 1.008], [-1.122, -1.155, -3.099], [-2.680, -2.278, -4.743], [-3.388, -0.712, -5.114], [-1.706, -1.019, -5.523], [-3.375, -1.972, -2.245], [-2.818, -0.523, -1.394], [-4.054, -0.388, -2.641], [3.444, -6.279, 1.759], [2.909, -5.516, 0.628], [3.599, -5.686, -0.654], [1.967, -4.460, 0.840], [2.366, -3.243, 1.410], [1.449, -2.269, 1.642], [0.123, -2.441, 1.330], [-0.829, -1.447, 1.602], [-0.648, -0.443, 2.547], [-1.721, 0.557, 2.758], [-1.391, 1.815, 3.242], [-2.364, 2.772, 3.430], [-3.682, 2.481, 3.145], [-4.027, 1.226, 2.682], [-3.058, 0.268, 2.496], [0.388, -0.363, 3.239], [-0.278, -3.623, 0.748], [0.611, -4.625, 0.512], [2.877, -6.052, 2.661], [3.365, -7.346, 1.560], [4.489, -6.026, 1.929], [3.162, -5.032, -1.407], [4.653, -5.435, -0.550], [3.513, -6.716, -0.993], [3.404, -3.095, 1.657], [1.738, -1.327, 2.072], [-1.750, -1.498, 1.053], [-0.358, 2.028, 3.461], [-2.096, 3.749, 3.796], [-4.442, 3.234, 3.274], [-5.057, 0.999, 2.461], [-3.335, -0.718, 2.165], [-1.319, -3.743, 0.506], [0.287, -5.562, 0.093]],
  "lowdin_charge": [-0.037, -0.424, -0.034, 0.046, -0.487, 0.175, 0.168, -0.482, 0.103, 0.050, -0.417, -0.036, -0.035, 0.117, 0.085, 0.084, 0.082, 0.148, 0.088, 0.075, 0.088, 0.149, 0.085, 0.084, 0.082, 0.088, 0.063, 0.091, -0.071, -0.236, -0.069, -0.234, 0.029, 0.003, -0.012, -0.045, -0.414, -0.150, -0.021, -0.084, -0.097, -0.091, -0.042, -0.027, -0.019, 0.013, 0.088, 0.077, 0.074, 0.086, 0.075, 0.075, 0.126, 0.121, 0.089, 0.113, 0.099, 0.098, 0.099, 0.101, 0.129, 0.119],
  "e_above_lowest_kj_mol": 486.7,
  "max_force_ha_per_bohr": 0.0810,
  "e_tot_ev": -40531.9478,
  "orbital_gap_ev": 5.67,
  "homo_energy_ev": -6.914
}

***

(4)
{
  "formula": "C23H30N6O",
  "method": "ωB97M-V with the def2-TZVPD basis set",
  "symbols": ["C", "C", "H", "H", "C", "N", "C", "C", "C", "N", "C", "H", "H", "H", "C", "N", "C", "C", "H", "H", "C", "N", "C", "C", "C", "N", "H", "H", "N", "C", "O", "C", "C", "C", "C", "C", "C", "H", "H", "H", "H", "H", "H", "C", "C", "H", "H", "H", "H", "H", "H", "H", "H", "H", "H", "H", "H", "H", "H", "H"],
  "positions_angstrom": [[-3.283, -1.572, 3.490], [-4.404, -0.630, 3.912], [-3.998, 0.364, 4.106], [-4.868, -0.994, 4.830], [-5.489, -0.505, 2.836], [-4.980, 0.117, 1.647], [-4.484, -0.481, 0.547], [-4.031, 0.515, -0.293], [-4.298, 1.710, 0.410], [-4.868, 1.442, 1.574], [-4.025, 3.109, -0.018], [-4.595, 3.351, -0.914], [-4.313, 3.790, 0.779], [-2.967, 3.243, -0.239], [-3.373, 0.339, -1.620], [-2.126, -0.400, -1.482], [-1.140, 0.347, -0.725], [0.049, -0.553, -0.411], [-0.305, -1.424, 0.142], [0.767, -0.020, 0.214], [0.712, -1.045, -1.702], [1.396, 0.043, -2.375], [2.448, 0.765, -1.922], [2.718, 1.735, -2.870], [1.778, 1.502, -3.875], [0.998, 0.486, -3.562], [1.642, 2.024, -4.802], [3.485, 2.482, -2.836], [3.093, 0.578, -0.697], [3.594, -0.605, -0.224], [3.462, -1.663, -0.805], [4.314, -0.482, 1.073], [3.978, 0.465, 2.036], [4.679, 0.520, 3.228], [5.720, -0.363, 3.466], [6.050, -1.317, 2.517], [5.345, -1.382, 1.330], [5.580, -2.123, 0.581], [6.854, -2.012, 2.705], [6.267, -0.312, 4.395], [4.410, 1.252, 3.974], [3.151, 1.144, 1.876], [3.448, 1.427, -0.282], [-0.352, -1.670, -2.602], [-1.577, -0.774, -2.773], [-2.344, -1.327, -3.323], [-1.296, 0.112, -3.366], [0.075, -1.878, -3.583], [-0.661, -2.610, -2.143], [1.469, -1.801, -1.459], [-1.602, 0.684, 0.206], [-0.796, 1.241, -1.281], [-3.213, 1.326, -2.091], [-4.027, -0.245, -2.275], [-4.487, -1.545, 0.425], [-6.306, 0.117, 3.213], [-5.877, -1.492, 2.573], [-2.528, -1.636, 4.270], [-2.805, -1.217, 2.580], [-3.671, -2.573, 3.308]],
  "lowdin_charge": [-0.106, -0.235, 0.105, 0.104, -0.156, -0.172, -0.018, -0.176, -0.314, 0.128, -0.034, 0.078, 0.074, 0.071, -0.153, -0.160, -0.183, -0.105, 0.125, 0.104, -0.254, -0.035, -0.240, -0.009, -0.141, 0.076, 0.098, 0.094, 0.155, -0.422, 0.085, -0.140, -0.038, -0.078, -0.080, -0.070, -0.014, 0.119, 0.106, 0.104, 0.104, 0.110, 0.145, -0.118, -0.201, 0.119, 0.107, 0.114, 0.121, 0.128, 0.119, 0.131, 0.126, 0.124, 0.131, 0.121, 0.124, 0.069, 0.059, 0.073],
  "e_above_lowest_kj_mol": 112.9,
  "max_force_ha_per_bohr": 0.0190,
  "smiles": "CCCn1cc(CN2CCC(n3nccc3NC(=O)c3ccccc3)CC2)c(C)n1",
  "e_tot_ev": -35326.3195,
  "orbital_gap_ev": 8.79,
  "homo_energy_ev": -8.319
}